No. 1
Density functional theory data (ωB97M-V with the def2-TZVPD basis set) for an isolated molecule of C16H22N4OS.

```
44
Properties=species:S:1:pos:R:3:forces:R:3
S 2.686304 -3.750132 -2.524695 0.00 0.26 0.07
O 1.058397 1.471122 -0.130588 0.05 0.45 -0.22
N -2.284357 -1.825208 -1.466691 1.07 -0.22 -0.04
N -2.224026 0.358412 -1.351962 -0.70 -0.82 -0.09
N 0.415190 -0.673252 0.075794 0.00 -0.22 -0.23
N -3.545690 -1.412273 -1.484486 -1.23 0.21 0.00
C 1.754867 1.764282 2.588362 0.05 0.11 -0.10
C 0.006756 -0.835280 -1.311456 -0.05 -0.03 -0.07
C -3.541512 -0.096759 -1.417646 0.54 -0.09 0.05
C 0.672404 2.456469 3.417441 0.09 -0.10 0.13
C -1.913919 1.677339 -1.259034 0.04 0.92 0.05
C 4.458425 -3.358716 -2.541582 -0.54 -0.01 0.05
C 2.067023 -2.140799 -1.919033 0.23 -0.43 -0.12
C 0.548072 -2.145521 -1.883988 0.17 0.16 0.00
C 0.875924 0.497007 0.572590 0.15 -0.44 0.46
C -1.482784 -0.792393 -1.396834 0.16 0.05 -0.12
C -2.925105 2.582719 -1.238630 0.40 -0.13 -0.01
C -4.276826 2.163141 -1.313243 -0.30 -0.39 -0.02
C -4.590286 0.840586 -1.399989 -0.11 0.47 0.01
C -0.124841 1.293587 3.998038 -0.09 0.09 -0.08
C -0.239928 0.336091 2.814159 -0.04 -0.07 0.18
C 1.112487 0.463960 2.074489 0.14 0.21 -0.15
H -1.098153 1.594545 4.382706 -0.03 -0.04 0.09
H -5.055756 2.909288 -1.296394 -0.10 0.03 0.00
H 1.090686 3.106544 4.183867 -0.03 0.10 -0.01
H 4.785100 -3.101243 -1.537729 0.14 0.01 0.03
H 0.207661 -1.440188 0.696190 0.02 0.08 0.09
H 0.154019 -2.282273 -2.891065 -0.06 -0.04 0.03
H 2.620169 1.536048 3.210616 0.02 -0.02 0.01
H 2.082423 2.380696 1.752080 0.09 -0.05 0.05
H 0.185056 -2.977486 -1.278808 -0.07 -0.05 -0.03
H -1.052147 0.663942 2.160499 -0.04 -0.03 -0.01
H 2.482229 -1.978319 -0.922617 -0.02 0.10 -0.04
H -2.694950 3.632664 -1.162808 0.11 0.06 0.01
H 4.643165 -2.536028 -3.226969 0.13 0.03 -0.03
H 0.437781 0.823133 4.806138 0.01 -0.02 0.08
H 2.438665 -1.366782 -2.592833 -0.02 0.08 0.05
H -0.869119 1.940701 -1.186137 0.07 -0.05 0.01
H 0.431344 0.021546 -1.850171 -0.06 -0.18 0.07
H 1.750229 -0.396001 2.296240 -0.04 0.01 -0.04
H -0.447342 -0.687272 3.125584 -0.09 -0.03 -0.06
H 4.974081 -4.249597 -2.883198 0.11 -0.04 -0.02
H -5.602444 0.477804 -1.454611 -0.13 -0.02 -0.01
H 0.030730 3.053896 2.768405 -0.04 0.07 -0.02
```
Forces are in eV/Å.

Output
spin multiplicity = 1
energy relative to the best compared isomer or geometry (same formula, charge and spin) = 0.8 kJ/mol
structure (SMILES) = CSCC[C@H](NC(=O)C1CCCC1)c1nnc2ccccn12
gap between HOMO and LUMO = 0.32904 Ha
total charge = 0

Just the natural (NBO) charges please, in e? Sure, here they are: number 1, S, carries 0.1784; number 2, O, carries -0.6527; number 3, N, carries -0.2497; number 4, N, carries -0.3317; number 5, N, carries -0.6158; number 6, N, carries -0.2910; number 7, C, carries -0.4069; number 8, C, carries -0.1011; number 9, C, carries 0.2876; number 10, C, carries -0.4002; number 11, C, carries 0.0065; number 12, C, carries -0.7342; number 13, C, carries -0.5187; number 14, C, carries -0.3976; number 15, C, carries 0.7071; number 16, C, carries 0.2848; number 17, C, carries -0.2513; number 18, C, carries -0.1987; number 19, C, carries -0.2172; number 20, C, carries -0.3985; number 21, C, carries -0.3946; number 22, C, carries -0.3249; number 23, H, carries 0.2135; number 24, H, carries 0.2216; number 25, H, carries 0.2127; number 26, H, carries 0.2112; number 27, H, carries 0.4034; number 28, H, carries 0.2318; number 29, H, carries 0.2039; number 30, H, carries 0.2422; number 31, H, carries 0.2223; number 32, H, carries 0.2050; number 33, H, carries 0.2087; number 34, H, carries 0.2274; number 35, H, carries 0.2122; number 36, H, carries 0.1963; number 37, H, carries 0.2079; number 38, H, carries 0.2539; number 39, H, carries 0.2419; number 40, H, carries 0.2221; number 41, H, carries 0.2130; number 42, H, carries 0.2310; number 43, H, carries 0.2387; number 44, H, carries 0.1998

***

No. 2
Density functional theory data (ωB97M-V with the def2-TZVPD basis set) for an isolated molecule of C4H10N2O.

```
17
Properties=species:S:1:pos:R:3:forces:R:3
O 0.583218 1.148673 0.915167 -0.23 2.46 -0.47
N -0.653281 -0.536967 -0.141187 0.87 2.45 -0.16
N -2.029050 -0.614878 -0.048096 -2.64 -0.53 2.53
C 0.270919 -1.052182 0.830670 -0.11 -4.75 1.35
C -0.220955 1.010547 -0.203930 -2.80 -2.12 -0.42
C 0.357980 1.116098 -1.605773 1.04 -0.23 0.82
C 1.273427 -0.005115 1.050291 3.23 -1.04 -3.01
H -0.065267 -1.311243 1.901075 -0.66 0.25 -1.54
H -1.135189 1.690823 -0.035469 1.33 -1.12 -0.47
H 0.749833 -2.067340 0.419869 -0.90 2.08 0.94
H -2.438000 -1.570625 -0.147731 1.12 0.87 -0.29
H 0.684224 2.144420 -1.667458 0.22 0.33 -0.87
H 1.222522 0.404711 -1.765312 -0.90 0.88 0.32
H -2.423868 -0.316719 0.924321 1.06 -0.41 -1.72
H 1.776583 -0.038763 1.954800 0.59 -0.06 2.03
H -0.418647 0.824246 -2.318392 0.10 0.40 0.15
H 2.146261 -0.134853 0.282906 -1.32 0.56 0.80
```
Forces are in eV/Å.

Output
spin multiplicity = 1
energy relative to the best compared isomer or geometry (same formula, charge and spin) = 370.1 kJ/mol
structure (SMILES) = C[C@@H]1OCCN1N
gap between HOMO and LUMO = 0.35402 Ha
total charge = 0

Just the natural (NBO) charges please, in e? Sure, here they are: number 1, O, carries -0.5041; number 2, N, carries -0.3150; number 3, N, carries -0.6572; number 4, C, carries -0.2704; number 5, C, carries 0.2462; number 6, C, carries -0.6478; number 7, C, carries -0.0746; number 8, H, carries 0.1800; number 9, H, carries 0.1917; number 10, H, carries 0.1944; number 11, H, carries 0.3565; number 12, H, carries 0.2067; number 13, H, carries 0.2158; number 14, H, carries 0.3048; number 15, H, carries 0.1968; number 16, H, carries 0.2366; number 17, H, carries 0.1394

***

No. 3
Density functional theory data (ωB97M-V with the def2-TZVPD basis set) for a cluster of 2 separate species, C9H8O2 in total.

```
19
Properties=species:S:1:pos:R:3:forces:R:3
O -0.563751 -1.226492 -2.330290 -0.02 -0.02 0.24
O -1.212975 -1.232735 2.963424 0.09 0.01 -0.28
C -1.174939 -0.036190 -0.389680 -0.18 0.30 0.18
C -1.309605 -0.025753 0.938098 -0.12 0.29 -0.24
C -1.020887 -1.214300 1.763975 -0.05 -0.01 0.06
C -0.508583 -2.392556 1.034049 0.14 -0.37 -0.21
C -0.357558 -2.398808 -0.291690 0.09 -0.29 0.16
C 2.341609 1.406710 0.097738 0.29 -0.16 0.23
C 0.553425 2.765317 -1.186967 -0.10 0.24 -0.25
C -0.688014 -1.221764 -1.122541 0.01 0.00 -0.01
C 1.443148 2.097027 -0.525792 -0.04 -0.03 -0.05
H -0.278451 -3.262238 1.634494 0.02 -0.03 0.05
H -1.656660 0.847213 1.474229 -0.03 0.05 0.01
H -0.333311 3.170126 -0.730274 -0.15 0.04 0.24
H 2.293380 0.332075 0.170282 -0.14 -0.20 -0.05
H -1.403596 0.824526 -1.002875 -0.02 0.01 0.04
H 3.188416 1.876541 0.570073 0.12 0.18 0.07
H 0.006983 -3.267020 -0.826476 0.00 -0.02 0.02
H 0.681368 2.958322 -2.239777 0.07 0.00 -0.20
```
Forces are in eV/Å.

Output
spin multiplicity = 1
energy relative to the best compared isomer or geometry (same formula, charge and spin) = 303.7 kJ/mol
structure (SMILES) = O=C1C=CC(=O)C=C1.C=C=C
gap between HOMO and LUMO = 0.31391 Ha
total charge = 0

Just the natural (NBO) charges please, in e? Sure, here they are: number 1, O, carries -0.4827; number 2, O, carries -0.4841; number 3, C, carries -0.2251; number 4, C, carries -0.2258; number 5, C, carries 0.4724; number 6, C, carries -0.2341; number 7, C, carries -0.2221; number 8, C, carries -0.4994; number 9, C, carries -0.5088; number 10, C, carries 0.4693; number 11, C, carries 0.1142; number 12, H, carries 0.2318; number 13, H, carries 0.2306; number 14, H, carries 0.2196; number 15, H, carries 0.2215; number 16, H, carries 0.2360; number 17, H, carries 0.2269; number 18, H, carries 0.2306; number 19, H, carries 0.2292

***

No. 4
Density functional theory data (ωB97M-V with the def2-TZVPD basis set) for a structure of composition C39H30Br2N6O5PSSc.

```
85
Properties=species:S:1:pos:R:3:forces:R:3
Br 7.229257 -19.609317 -8.278233 -0.33 -0.07 0.11
Br 11.663286 -19.938911 -5.041593 -0.06 -0.34 0.29
Sc 8.445496 -20.468575 -1.084874 0.29 0.75 -0.36
S 9.451273 -18.127820 -0.522647 -0.96 -0.72 0.60
P 11.893676 -19.858788 2.902744 -2.49 -1.04 -1.84
O 7.015497 -22.072047 -1.022399 -0.46 -0.34 0.56
O 9.500090 -20.379566 -2.784798 -0.44 0.59 -0.13
O 10.225910 -27.951029 -1.380870 -1.62 0.42 0.89
O 9.579126 -21.969914 -0.347528 0.08 -1.55 0.33
O 8.562257 -28.276978 0.016863 0.66 1.23 -1.21
N 8.331703 -17.457818 1.823086 -0.23 -0.73 0.25
N 12.372352 -18.254616 2.557792 0.23 1.51 0.83
N 7.414711 -19.384304 0.738811 0.59 0.99 -0.24
N 9.331505 -27.539294 -0.619457 0.87 -1.97 0.88
N 13.253779 -18.873864 0.471700 0.68 1.63 -1.05
N 6.840118 -19.747046 -2.873404 -1.50 0.71 -0.72
C 7.833772 -19.830592 -6.499286 1.17 0.18 0.65
C 9.335164 -26.117118 -0.359523 -0.38 1.18 -0.16
C 13.204363 -22.101572 2.005197 1.77 0.84 0.52
C 11.740810 -20.067909 4.661186 2.28 1.13 1.06
C 9.213624 -19.963567 -6.337957 -2.00 -0.02 -3.64
C 10.651568 -24.092914 -0.427354 1.38 0.58 -0.47
C 4.636769 -19.358148 -1.798886 -0.95 0.07 0.39
C 12.767021 -16.515608 0.973217 0.38 -0.25 0.00
C 7.024477 -23.189125 -0.477049 -0.94 -0.72 0.42
C 9.778231 -20.030117 -5.126251 0.29 0.76 2.74
C 9.506380 -23.276383 -0.301117 -1.83 -0.02 -0.88
C 7.476996 -17.639512 2.828341 -1.07 -0.36 -0.47
C 12.789832 -19.686909 5.544992 -2.05 0.06 1.12
C 13.753077 -18.394390 -0.725365 -1.31 -0.26 1.17
C 6.447141 -19.431440 1.684785 1.28 0.65 -0.50
C 10.673374 -20.801427 5.104474 -0.36 0.15 -1.17
C 15.621618 -22.127475 1.877878 -0.75 -1.68 -0.96
C 15.709479 -20.930408 2.532006 0.90 0.48 0.26
C 4.940053 -19.094678 -4.255021 0.99 -0.61 -1.73
C 5.673133 -19.245313 -5.456631 -0.55 -0.40 2.61
C 5.513261 -19.414059 -3.004492 2.23 -0.27 0.09
C 13.344433 -20.848888 2.650039 0.73 -0.03 -0.96
C 10.535327 -21.057636 6.435719 -0.75 -0.94 2.17
C 8.301755 -18.317076 0.779422 -0.35 -0.39 0.38
C 7.592571 -19.752997 -4.025202 -0.44 -0.22 -1.65
C 8.158232 -25.404097 -0.121048 0.89 0.75 -0.49
C 8.992085 -19.970938 -3.931799 1.04 -1.72 -0.10
C 12.653952 -20.017892 6.904814 -0.70 -0.09 -0.81
C 6.395029 -18.584744 2.755719 0.75 0.77 0.08
C 13.672795 -17.062525 -1.080443 1.27 0.29 -1.66
C 14.588515 -20.245668 2.885569 -1.53 -0.34 0.59
C 8.199230 -23.979091 -0.254349 1.62 0.42 0.47
C 11.504083 -20.695077 7.363111 0.86 0.47 -0.50
C 13.151869 -16.060490 -0.263752 -0.49 -0.61 0.72
C 12.858109 -17.896843 1.285743 -0.85 -0.18 0.42
C 7.023065 -19.663466 -5.368376 -0.54 0.86 0.79
C 14.383775 -22.758695 1.617113 -0.18 1.04 1.00
C 10.594089 -25.471832 -0.531941 -0.79 0.28 0.66
C 7.692181 -16.729671 3.988271 0.13 1.41 -0.28
H 11.569359 -23.479185 -0.605806 -0.56 -0.99 0.39
H 4.897590 -20.050264 -1.014445 0.47 -0.46 0.05
H 9.721299 -20.019633 -7.325468 0.32 0.06 1.25
H 9.656533 -21.563201 6.854166 0.21 0.09 -0.50
H 7.452461 -17.142200 4.965478 0.17 -0.24 -0.08
H 3.882964 -18.854389 -4.297307 0.17 0.13 0.04
H 7.215519 -25.879612 0.107659 -0.04 -0.29 -0.35
H 11.395141 -20.893051 8.436177 -0.08 -0.01 -0.55
H 11.449665 -26.155098 -0.625767 -0.26 0.81 -0.28
H 16.512414 -22.609560 1.504324 0.21 -0.11 0.21
H 14.309469 -23.763249 1.230713 0.26 0.00 -0.38
H 5.712567 -20.170746 1.548909 -0.82 -1.01 -0.17
H 16.667914 -20.526397 2.806731 0.38 0.10 -0.24
H 8.748135 -16.411390 3.878239 -0.59 -0.10 0.58
H 14.593663 -19.272052 3.396380 0.29 -0.50 -0.44
H 13.506629 -18.943966 5.234251 0.47 -0.34 -0.12
H 12.240621 -22.527959 1.803155 -0.37 -0.01 0.00
H 11.800997 -17.496826 3.003102 0.80 -1.26 -0.61
H 5.557419 -18.639955 3.463757 0.69 0.10 -0.19
H 14.151626 -16.745973 -2.015685 -0.46 -0.34 0.14
H 5.221345 -19.109454 -6.417660 -0.23 0.17 -0.28
H 3.605586 -19.624276 -2.101416 0.43 0.30 0.18
H 12.984297 -15.022096 -0.594164 0.41 -0.68 0.24
H 4.602688 -18.380999 -1.284377 0.12 -0.14 -0.58
H 9.983458 -21.111968 4.316735 -0.22 -0.04 0.56
H 14.081076 -19.154131 -1.436063 0.13 0.27 0.26
H 13.390229 -19.708323 7.613265 0.44 0.17 0.33
H 12.441546 -15.881323 1.773209 -0.35 0.45 0.08
H 7.075287 -15.791454 3.889831 0.46 -0.89 -0.08
H 6.019339 -23.634605 -0.158076 1.07 0.39 -0.55
```
Forces are in eV/Å.

Output
spin multiplicity = 1
energy relative to the best compared isomer or geometry (same formula, charge and spin) = 0.0 kJ/mol
gap between HOMO and LUMO = 0.22347 Ha
total charge = 0

Just the Mulliken charges please, in e? Sure, here they are: number 1, Br, carries -0.2081; number 2, Br, carries -0.1675; number 3, Sc, carries 0.7451; number 4, S, carries -0.4689; number 5, P, carries 0.2987; number 6, O, carries -0.4913; number 7, O, carries -0.6717; number 8, O, carries -0.5672; number 9, O, carries -0.4088; number 10, O, carries -0.5686; number 11, N, carries -0.4709; number 12, N, carries -0.1543; number 13, N, carries 0.3407; number 14, N, carries 0.9048; number 15, N, carries -0.0698; number 16, N, carries 0.6563; number 17, C, carries -0.1573; number 18, C, carries 0.1836; number 19, C, carries -0.7733; number 20, C, carries 0.3918; number 21, C, carries -0.1271; number 22, C, carries -0.3973; number 23, C, carries -1.2567; number 24, C, carries -0.5023; number 25, C, carries -0.2546; number 26, C, carries -0.7097; number 27, C, carries 0.2391; number 28, C, carries 0.9851; number 29, C, carries -0.3850; number 30, C, carries -0.7665; number 31, C, carries -0.3185; number 32, C, carries -0.4837; number 33, C, carries -0.5582; number 34, C, carries -0.9483; number 35, C, carries -0.9450; number 36, C, carries -0.6881; number 37, C, carries 0.7297; number 38, C, carries 0.9307; number 39, C, carries -0.3466; number 40, C, carries 0.4572; number 41, C, carries -0.2048; number 42, C, carries -0.9184; number 43, C, carries 0.8419; number 44, C, carries -0.6271; number 45, C, carries -1.1870; number 46, C, carries -0.2938; number 47, C, carries -0.1662; number 48, C, carries 0.2907; number 49, C, carries -0.5137; number 50, C, carries -0.5494; number 51, C, carries 0.4497; number 52, C, carries 0.8141; number 53, C, carries -0.5247; number 54, C, carries -0.4319; number 55, C, carries -1.2024; number 56, H, carries 0.5488; number 57, H, carries 0.1294; number 58, H, carries 0.3329; number 59, H, carries 0.3452; number 60, H, carries 0.3792; number 61, H, carries 0.4050; number 62, H, carries 0.4870; number 63, H, carries 0.3613; number 64, H, carries 0.4493; number 65, H, carries 0.3869; number 66, H, carries 0.4581; number 67, H, carries 0.6116; number 68, H, carries 0.4019; number 69, H, carries 0.2869; number 70, H, carries 0.2190; number 71, H, carries 0.3075; number 72, H, carries 0.4909; number 73, H, carries 0.2596; number 74, H, carries 0.3554; number 75, H, carries 0.3585; number 76, H, carries 0.3860; number 77, H, carries 0.4544; number 78, H, carries 0.3952; number 79, H, carries 0.2486; number 80, H, carries 0.4047; number 81, H, carries 0.3917; number 82, H, carries 0.4133; number 83, H, carries 0.3834; number 84, H, carries 0.2747; number 85, H, carries 0.2992

***

Number 1: largest force on an atom 1.2 eV/A, highest occupied orbital energy -8.40 eV, LUMO energy 0.55 eV. Number 2: largest force on an atom 4.9 eV/A, highest occupied orbital energy -8.55 eV, LUMO energy 1.08 eV. Number 3: largest force on an atom 0.5 eV/A, highest occupied orbital energy -10.10 eV, LUMO energy -1.56 eV. Number 4: largest force on an atom 4.2 eV/A, highest occupied orbital energy -7.24 eV, LUMO energy -1.16 eV.